[1]
The following is a quantum chemistry calculation of C3H5N3O2S in the gas phase, from the Open Molecules 2025 dataset.

Last column: Mulliken spin population.
Atoms and positions in Å:
C (2.705, -0.124, -0.461)  -0.02
C (0.707, -1.043, 0.674)  -0.04
C (1.587, -0.877, -0.593)  0.74
N (3.745, 0.330, -0.287)  0.37
N (0.278, 0.245, 0.603)  0.83
N (-2.071, 1.561, 0.523)  0.02
O (-0.843, 0.905, -1.528)  0.06
O (-2.022, -0.859, -0.234)  0.01
S (-1.195, 0.362, -0.267)  -0.01
H (-0.176, -1.632, 0.540)  0.01
H (1.337, -1.279, 1.564)  0.04
H (1.053, -1.112, -1.606)  0.00
H (-2.708, 1.158, 1.168)  0.00
H (-2.396, 2.364, -0.097)  0.00

Results
- 2S+1 = 3
- ΔE to the lowest compared entry with this formula, charge and spin (eV) = 1.972
- frontier orbital gap (spin up / spin down) (hartree) = 0.3459 / 0.2972



[2]
The following is a quantum chemistry calculation of a molecular structure, C13H19NSr, from the Open Molecules 2025 dataset.

Last column: Mulliken charge in e.
Atoms and positions in Å:
C (-0.410, 1.375, -4.137)  -0.55
C (0.990, 1.605, -3.970)  -0.42
C (1.168, 2.429, -2.816)  -0.46
C (-0.122, 2.703, -2.265)  -0.57
C (-1.098, 2.056, -3.085)  -0.39
Sr (0.187, -0.231, -1.764)  1.28
N (-1.504, -1.614, -2.323)  -0.81
C (-0.325, -2.620, -2.384)  -0.20
C (1.083, -2.351, -2.735)  -0.69
H (2.115, 2.832, -2.457)  0.33
H (1.777, 1.268, -4.647)  0.31
H (-0.330, 3.342, -1.407)  0.35
H (-2.180, 2.107, -2.958)  0.29
H (-0.876, 0.814, -4.950)  0.25
H (1.299, -2.403, -3.804)  -0.01
H (-0.328, -3.194, -1.432)  0.20
H (-2.310, -2.175, -2.012)  -0.03
H (1.779, -2.902, -2.101)  0.03
H (-0.690, -3.249, -3.223)  0.21
C (1.239, -0.715, 3.880)  -1.64
C (-0.021, 0.027, 3.432)  2.21
C (-1.269, -0.710, 3.921)  -1.63
C (-0.018, 1.452, 3.989)  -1.65
C (-0.025, 0.055, 1.980)  -3.19
C (-0.003, 0.061, 0.753)  1.40
H (1.276, -0.761, 4.973)  0.36
H (2.135, -0.200, 3.519)  0.38
H (1.244, -1.735, 3.484)  0.39
H (-1.265, -0.750, 5.015)  0.35
H (-2.175, -0.192, 3.593)  0.39
H (-1.291, -1.732, 3.532)  0.39
H (0.864, 2.001, 3.646)  0.38
H (-0.913, 1.993, 3.669)  0.39
H (-0.004, 1.413, 5.083)  0.34

Results
- total charge = -2
- ΔE to the lowest compared entry with this formula, charge and spin (eV) = 0.000
- frontier orbital gap (hartree) = 0.1357



[3]
The following is a quantum chemistry calculation of C13H8ClN5OS2 in the gas phase, from the Open Molecules 2025 dataset.

Last column: Mulliken charge in e.
Atoms and positions in Å:
Cl (0.680, 2.262, -6.142)  -0.21
C (1.049, 1.446, -4.557)  0.36
C (1.992, 1.932, -3.644)  -0.33
N (2.465, 1.260, -2.622)  -0.51
C (1.955, 0.163, -2.347)  0.48
N (2.376, -0.655, -1.346)  -0.52
C (1.736, -1.745, -1.494)  0.15
S (1.859, -3.226, -0.572)  -0.20
C (1.817, -2.204, 1.019)  -0.73
C (0.441, -1.571, 1.262)  0.65
N (-0.693, -1.861, 0.630)  -0.27
N (-1.742, -1.275, 1.347)  -0.58
C (-1.196, -0.540, 2.247)  0.64
C (-1.776, 0.467, 3.210)  0.12
C (-3.130, 0.934, 3.181)  -0.50
C (-3.300, 1.932, 4.190)  -0.38
C (-2.266, 2.158, 4.980)  -0.40
S (-0.854, 1.248, 4.506)  -0.09
O (0.116, -0.771, 2.282)  -0.33
N (0.698, -1.633, -2.527)  -0.12
C (0.892, -0.368, -3.103)  0.55
C (0.522, 0.209, -4.308)  -0.74
H (2.368, 2.932, -3.880)  0.35
H (2.543, -1.332, 0.956)  0.36
H (1.906, -2.869, 1.935)  0.41
H (-3.961, 0.575, 2.621)  0.46
H (-4.289, 2.367, 4.316)  0.35
H (-2.224, 2.800, 5.841)  0.41
H (0.243, -2.380, -3.048)  0.23
H (-0.228, -0.259, -4.934)  0.38

Results
- SMILES = Clc1cnc2nc(SCc3nnc(-c4cccs4)o3)[nH]c2c1
- ΔE to the lowest compared entry with this formula, charge and spin (eV) = 1.377
- frontier orbital gap (hartree) = 0.3274



[4]
The following is a quantum chemistry calculation of a molecular structure, C49H59CdN5O5SbTe, from the Open Molecules 2025 dataset.

Last column: Mulliken charge in e.
Atoms and positions in Å:
Cd (0.541, 0.255, 1.213)  3.92
C (0.027, -0.616, 4.973)  -0.55
C (0.704, 0.694, 4.701)  0.45
C (0.611, 1.727, 5.630)  -1.04
C (1.375, 2.865, 5.462)  -0.77
C (2.233, 2.927, 4.375)  -0.80
C (2.226, 1.890, 3.457)  -0.09
N (1.461, 0.801, 3.599)  0.50
Sb (3.696, 1.982, 1.897)  0.70
C (3.717, -0.137, 1.474)  -0.74
C (4.943, -0.772, 1.528)  -0.70
C (5.093, -2.035, 0.964)  -0.80
C (4.016, -2.583, 0.304)  -0.94
C (2.792, -1.911, 0.299)  0.57
C (1.665, -2.487, -0.496)  -1.15
N (2.634, -0.742, 0.927)  1.06
C (2.728, 2.422, 0.007)  -0.26
C (3.125, 3.603, -0.602)  -0.77
C (2.695, 3.871, -1.896)  -1.05
C (1.964, 2.905, -2.561)  -0.78
C (1.626, 1.729, -1.896)  -0.04
C (0.941, 0.597, -2.607)  0.40
N (1.947, 1.532, -0.613)  0.79
H (-0.818, -0.488, 5.647)  0.50
H (-0.298, -1.098, 4.053)  -0.52
H (0.738, -1.286, 5.464)  0.44
H (-0.037, 1.609, 6.489)  0.52
H (1.328, 3.675, 6.179)  0.44
H (2.896, 3.773, 4.241)  0.51
H (5.788, -0.266, 1.975)  0.55
H (6.045, -2.547, 1.002)  0.43
H (4.095, -3.529, -0.215)  0.56
H (1.314, -3.428, -0.075)  0.38
H (0.811, -1.817, -0.580)  -0.65
H (2.016, -2.690, -1.511)  0.61
H (3.763, 4.304, -0.078)  0.41
H (2.960, 4.801, -2.382)  0.47
H (1.656, 3.044, -3.589)  0.52
H (0.783, 0.837, -3.658)  0.55
H (1.567, -0.296, -2.554)  0.15
H (-0.016, 0.350, -2.150)  -0.98
C (1.636, 7.131, 2.406)  -0.72
O (0.907, 7.094, 1.190)  -0.48
C (0.415, 5.906, 0.783)  1.32
C (-0.315, 5.944, -0.428)  -1.48
C (-0.858, 4.792, -0.901)  -0.34
C (-0.715, 3.539, -0.245)  1.09
C (-1.283, 2.355, -0.815)  -0.34
C (-2.017, 2.404, -2.139)  -1.42
O (-1.216, 1.215, -0.296)  0.01
C (0.054, 3.501, 0.964)  -1.87
O (0.298, 2.438, 1.635)  0.60
C (0.590, 4.724, 1.457)  -0.36
H (1.931, 8.166, 2.549)  0.26
H (2.530, 6.505, 2.348)  0.26
H (1.017, 6.806, 3.245)  0.30
H (-0.442, 6.891, -0.934)  0.48
H (-1.422, 4.851, -1.820)  0.31
H (-2.490, 3.350, -2.378)  0.61
H (-2.767, 1.614, -2.134)  0.08
H (-1.304, 2.171, -2.934)  0.23
H (1.133, 4.665, 2.388)  0.14
C (-3.233, -0.105, 3.952)  -1.70
Te (-2.131, 0.816, 2.353)  0.22
C (-3.641, -0.059, 1.121)  -0.70
C (-4.829, -0.262, 2.027)  0.02
C (-6.109, -0.439, 1.512)  -0.58
C (-7.187, -0.630, 2.361)  -0.67
C (-6.992, -0.645, 3.735)  -0.61
C (-5.719, -0.471, 4.255)  -0.81
C (-4.631, -0.281, 3.409)  0.97
H (-3.212, 0.558, 4.816)  0.72
H (-2.788, -1.058, 4.234)  0.53
H (-3.283, -1.007, 0.721)  0.12
H (-3.844, 0.617, 0.295)  0.85
H (-6.261, -0.418, 0.439)  0.49
H (-8.181, -0.758, 1.952)  0.42
H (-7.833, -0.785, 4.402)  0.41
H (-5.566, -0.475, 5.328)  0.47
C (-2.138, -3.174, 2.414)  -1.83
C (-0.916, -3.125, 1.521)  0.11
O (0.219, -2.506, 2.136)  -0.20
C (0.821, -3.335, 3.131)  -0.74
C (2.183, -2.793, 3.506)  -0.77
H (-2.937, -3.732, 1.921)  0.49
H (-2.506, -2.173, 2.630)  0.20
H (-1.929, -3.675, 3.360)  0.42
H (-1.115, -2.566, 0.605)  -0.35
H (-0.641, -4.143, 1.218)  0.62
H (0.906, -4.353, 2.734)  0.52
H (0.171, -3.385, 4.010)  0.34
H (2.930, -3.029, 2.750)  0.27
H (2.511, -3.232, 4.450)  0.44
H (2.148, -1.709, 3.622)  -0.16
C (1.729, -4.702, -6.898)  -1.06
C (1.021, -3.430, -7.339)  -0.82
N (0.462, -2.670, -6.219)  0.24
C (1.138, -1.447, -5.812)  -0.68
C (2.462, -1.692, -5.102)  -1.00
C (-0.692, -3.129, -5.674)  0.08
O (-1.282, -4.105, -6.103)  -0.64
C (-1.243, -2.414, -4.468)  0.20
C (-2.426, -1.692, -4.549)  -0.40
C (-2.951, -1.151, -3.388)  -0.99
C (-2.287, -1.371, -2.189)  0.02
N (-1.159, -2.074, -2.093)  0.01
C (-0.658, -2.573, -3.221)  -0.23
H (2.121, -5.236, -7.765)  0.38
H (1.030, -5.360, -6.383)  0.31
H (2.563, -4.480, -6.230)  0.26
H (0.205, -3.677, -8.019)  0.43
H (1.705, -2.765, -7.868)  0.40
H (0.467, -0.879, -5.172)  0.29
H (1.305, -0.840, -6.706)  0.33
H (2.317, -2.311, -4.213)  0.15
H (2.908, -0.744, -4.794)  0.39
H (3.176, -2.199, -5.752)  0.43
H (-2.927, -1.570, -5.501)  0.53
H (-3.868, -0.577, -3.401)  0.52
H (-2.675, -0.947, -1.271)  0.24
H (0.255, -3.155, -3.127)  0.60

Results
- total charge = +1
- frontier orbital gap (hartree) = 0.2800



| no. | maximum force (eV Å⁻¹) |
| --- | --- |
| 1 | 5.4 |
| 2 | 3.9 |
| 3 | 5.4 |
| 4 | 0.4 |